(1)
A molecular structure, C31H43EuN8. Source: OMol25; level of theory: ωB97M-V/def2-TZVPD.

Atoms and positions in Å:
Eu (0.941, -0.552, -0.778)
C (3.345, -1.568, -0.876)
C (3.387, -0.454, -1.744)
C (3.315, 0.721, -0.952)
C (3.267, 0.331, 0.412)
C (3.259, -1.082, 0.458)
C (3.326, -1.927, 1.702)
C (3.453, 1.232, 1.597)
C (3.466, 2.124, -1.472)
C (3.578, -0.504, -3.231)
C (3.559, -3.002, -1.284)
H (4.333, -2.323, 1.863)
H (2.653, -2.794, 1.665)
H (3.061, -1.350, 2.590)
H (4.500, 1.233, 1.914)
H (2.855, 0.923, 2.458)
H (3.188, 2.265, 1.377)
H (4.519, 2.406, -1.559)
H (2.995, 2.861, -0.817)
H (3.026, 2.237, -2.465)
H (4.624, -0.326, -3.501)
H (2.974, 0.243, -3.750)
H (3.285, -1.472, -3.635)
H (4.620, -3.202, -1.459)
H (3.025, -3.252, -2.203)
H (3.225, -3.700, -0.512)
N (-0.178, 1.645, -1.750)
C (-1.621, 1.736, -1.473)
C (-2.288, 0.385, -1.664)
N (-1.862, -0.567, -0.632)
H (0.252, 2.572, -1.723)
H (-0.042, 1.276, -2.703)
H (-2.110, 2.471, -2.123)
H (-1.749, 2.074, -0.439)
H (-1.989, -0.037, -2.629)
H (-3.376, 0.524, -1.676)
H (-2.181, -1.499, -0.898)
H (-2.311, -0.333, 0.259)
C (-0.222, -0.306, -5.252)
C (-0.520, -1.720, -4.859)
C (-1.092, -2.599, -5.759)
C (-1.373, -3.917, -5.415)
C (-1.072, -4.356, -4.130)
C (-0.506, -3.508, -3.196)
C (-0.198, -3.991, -1.809)
C (-0.205, -2.150, -3.537)
N (0.314, -1.330, -2.626)
H (-0.034, -0.229, -6.322)
H (0.654, 0.060, -4.711)
H (-1.056, 0.367, -5.021)
H (-1.316, -2.250, -6.760)
H (-1.815, -4.590, -6.134)
H (-1.292, -5.380, -3.847)
H (-0.607, -4.985, -1.634)
H (-0.625, -3.309, -1.052)
H (0.882, -4.027, -1.621)
C (-0.734, -1.392, 2.880)
C (-0.326, 0.003, 2.569)
N (0.164, 0.412, 1.417)
C (0.349, 1.772, 1.539)
C (-0.038, 2.177, 2.772)
N (-0.456, 1.040, 3.427)
C (-1.145, 0.992, 4.701)
N (-2.506, 1.371, 4.539)
N (-3.347, 0.521, 3.865)
N (-4.511, 1.086, 3.733)
C (-4.447, 2.322, 4.305)
C (-5.425, 3.321, 4.420)
C (-5.058, 4.496, 5.041)
C (-3.760, 4.696, 5.540)
C (-2.777, 3.723, 5.435)
C (-3.154, 2.535, 4.815)
H (-0.658, -1.994, 1.971)
H (-1.766, -1.422, 3.231)
H (-0.091, -1.843, 3.637)
H (0.765, 2.354, 0.736)
H (-0.058, 3.138, 3.241)
H (-0.652, 1.660, 5.416)
H (-1.098, -0.034, 5.080)
H (-6.420, 3.168, 4.032)
H (-5.783, 5.288, 5.148)
H (-3.522, 5.636, 6.019)
H (-1.785, 3.884, 5.826)

Multiplicity: 7
E_LUMO (spin up / spin down) in eV: -0.141 / -1.847
Relative energy (zero: lowest compared OMol25 entry of this formula, charge and spin) in eV: 3.507
HOMO energy (spin up / spin down) in hartree: -0.1022 / -0.2441


(2)
A molecular structure, C31H43N13OPS2Ta. Source: OMol25; level of theory: ωB97M-V/def2-TZVPD.

Atoms and positions in Å:
Ta (10.013, 13.578, 14.621)
C (12.374, 18.449, 16.696)
N (11.525, 17.567, 15.859)
C (10.845, 17.940, 14.717)
C (10.265, 16.830, 14.221)
N (10.523, 15.779, 15.052)
C (11.343, 16.226, 16.021)
P (12.364, 15.301, 17.231)
C (11.145, 14.108, 17.816)
N (10.405, 13.349, 17.048)
C (9.902, 12.301, 17.840)
C (10.286, 12.509, 19.136)
N (11.146, 13.617, 19.110)
C (11.815, 14.256, 20.251)
C (13.045, 14.198, 16.003)
N (12.380, 13.557, 15.081)
C (13.309, 12.993, 14.234)
C (14.563, 13.405, 14.644)
N (14.355, 14.147, 15.747)
C (15.393, 14.770, 16.586)
H (11.987, 19.487, 16.479)
H (13.384, 18.373, 16.398)
H (12.108, 18.192, 17.737)
H (10.952, 18.913, 14.275)
H (9.703, 16.810, 13.341)
H (9.382, 11.452, 17.488)
H (10.128, 11.935, 20.048)
H (11.143, 14.380, 21.081)
H (12.085, 15.246, 19.992)
H (12.722, 13.682, 20.507)
H (13.157, 12.329, 13.429)
H (15.587, 13.107, 14.370)
H (14.903, 15.309, 17.343)
H (15.934, 15.459, 15.932)
H (15.945, 14.007, 17.046)
C (6.880, 14.643, 14.597)
C (7.033, 13.798, 15.775)
N (7.957, 12.695, 15.541)
C (7.316, 11.507, 14.868)
C (7.203, 11.651, 13.355)
S (8.671, 12.306, 12.648)
C (8.082, 13.777, 11.685)
C (8.122, 15.073, 12.511)
N (8.235, 14.952, 13.993)
H (6.155, 14.233, 13.901)
H (6.382, 15.591, 14.774)
H (7.447, 14.473, 16.492)
H (6.062, 13.489, 16.132)
H (8.320, 12.305, 16.436)
H (7.894, 10.580, 15.083)
H (6.387, 11.257, 15.288)
H (6.978, 10.672, 12.829)
H (6.479, 12.388, 13.088)
H (8.664, 13.871, 10.803)
H (7.054, 13.505, 11.382)
H (8.967, 15.610, 12.204)
H (7.317, 15.748, 12.257)
H (8.425, 15.892, 14.351)
C (15.378, 8.856, 14.308)
C (14.812, 8.723, 12.921)
C (13.262, 8.571, 12.955)
N (12.514, 9.622, 13.676)
C (11.611, 10.493, 13.247)
S (10.586, 11.077, 14.541)
N (11.520, 10.869, 11.987)
C (12.643, 10.937, 10.992)
O (13.779, 10.924, 11.389)
C (12.051, 11.076, 9.639)
C (10.777, 10.653, 9.315)
C (10.251, 10.793, 8.024)
C (11.087, 11.449, 7.096)
C (12.402, 11.821, 7.399)
C (12.891, 11.672, 8.637)
H (16.480, 8.963, 14.247)
H (15.121, 7.985, 15.012)
H (14.960, 9.769, 14.763)
H (15.222, 7.856, 12.461)
H (15.065, 9.558, 12.194)
H (12.958, 7.595, 13.440)
H (12.940, 8.626, 11.909)
H (12.632, 9.595, 14.660)
H (10.668, 11.293, 11.707)
H (10.173, 10.047, 10.009)
H (9.281, 10.349, 7.755)
H (10.678, 11.521, 6.106)
H (12.965, 12.369, 6.687)
H (13.891, 12.018, 8.901)
N (10.772, 13.958, 12.849)
C (11.716, 14.583, 12.345)
N (12.654, 15.188, 11.914)
C (13.217, 16.106, 11.116)
N (13.659, 17.038, 10.620)

Charge: +4
E_LUMO in eV: -12.677
Relative energy (zero: lowest compared OMol25 entry of this formula, charge and spin) in eV: 1.271
HOMO energy in hartree: -0.6659


(3)
A molecular structure, C31H44AsBrN8O2S2W. Source: OMol25; level of theory: ωB97M-V/def2-TZVPD.

Atoms and positions in Å:
W (-0.248, -0.716, -0.235)
C (2.325, -2.562, -3.179)
C (2.187, -1.818, -1.882)
N (0.996, -0.975, -1.693)
N (2.164, -0.344, -2.057)
C (2.558, 0.656, -1.213)
S (1.285, 1.189, -0.168)
S (4.093, 1.246, -1.385)
C (4.200, 2.775, -0.354)
C (4.087, 3.987, -1.227)
C (2.851, 4.585, -1.473)
C (2.772, 5.703, -2.287)
C (3.924, 6.227, -2.862)
C (5.156, 5.640, -2.613)
C (5.239, 4.522, -1.796)
C (2.754, -2.398, -0.631)
C (3.935, -3.132, -0.732)
C (4.540, -3.692, 0.385)
C (3.953, -3.551, 1.634)
C (2.761, -2.855, 1.760)
C (2.170, -2.277, 0.645)
O (0.986, -1.619, 0.867)
H (3.361, -2.540, -3.515)
H (1.719, -2.090, -3.950)
H (2.044, -3.608, -3.052)
H (5.196, 2.676, 0.078)
H (3.465, 2.698, 0.446)
H (1.953, 4.205, -0.996)
H (1.820, 6.187, -2.458)
H (3.862, 7.106, -3.490)
H (6.055, 6.060, -3.043)
H (6.206, 4.078, -1.593)
H (4.407, -3.261, -1.697)
H (5.464, -4.243, 0.275)
H (4.418, -3.987, 2.508)
H (2.282, -2.737, 2.723)
O (-5.246, 0.030, -4.130)
C (-4.268, -0.089, -3.270)
C (-4.316, -0.835, -2.079)
C (-3.206, -0.876, -1.287)
N (-2.030, -0.235, -1.546)
C (-2.019, 0.504, -2.692)
Br (-0.505, 1.516, -3.174)
C (-3.079, 0.592, -3.556)
H (-6.055, -0.448, -3.891)
H (-5.207, -1.373, -1.783)
H (-3.232, -1.449, -0.374)
H (-3.010, 1.191, -4.453)
C (-2.525, -2.201, 3.797)
N (-2.120, -3.212, 2.813)
C (-2.252, -4.635, 3.187)
C (-1.644, -2.843, 1.636)
N (-1.549, -1.570, 1.239)
N (-1.246, -3.869, 0.805)
C (-0.944, -3.789, -0.528)
N (-0.884, -4.943, -1.184)
N (-0.731, -2.626, -1.092)
H (-2.871, -2.705, 4.693)
H (-3.349, -1.597, 3.416)
H (-1.675, -1.573, 4.074)
H (-2.671, -4.693, 4.185)
H (-1.276, -5.126, 3.218)
H (-2.935, -5.155, 2.513)
H (-1.908, -0.962, 1.962)
H (-1.294, -4.797, 1.198)
H (-1.171, -5.819, -0.772)
H (-0.643, -4.973, -2.162)
H (-0.565, -2.689, -2.090)
C (0.604, 1.673, 3.353)
C (-0.028, 2.555, 2.285)
As (-1.273, 1.589, 1.138)
C (-2.011, 2.948, -0.053)
C (-3.455, 2.735, -0.489)
C (-2.721, 1.154, 2.372)
C (-3.242, 2.406, 3.088)
H (1.335, 2.247, 3.921)
H (1.122, 0.812, 2.923)
H (-0.139, 1.311, 4.065)
H (0.703, 3.067, 1.662)
H (-0.658, 3.334, 2.720)
H (-1.319, 3.056, -0.887)
H (-1.923, 3.856, 0.550)
H (-3.600, 1.816, -1.052)
H (-3.754, 3.565, -1.129)
H (-4.138, 2.726, 0.359)
H (-2.332, 0.459, 3.116)
H (-3.513, 0.664, 1.800)
H (-2.524, 2.781, 3.814)
H (-4.151, 2.151, 3.633)
H (-3.494, 3.211, 2.399)

Charge: +4
E_LUMO in eV: -12.896
HOMO energy in hartree: -0.6385


(4)
A molecular structure, C31H44BrCdN3OP2. Source: OMol25; level of theory: ωB97M-V/def2-TZVPD.

Atoms and positions in Å:
C (-0.618, 7.041, -4.216)
C (-0.794, 5.656, -4.459)
C (-1.106, 5.273, -5.787)
C (-1.221, 6.262, -6.769)
N (-1.053, 7.577, -6.539)
C (-0.757, 7.939, -5.278)
C (-0.665, 4.695, -3.419)
C (-0.553, 3.865, -2.520)
C (-0.423, 2.904, -1.479)
C (0.642, 2.978, -0.546)
C (0.764, 2.030, 0.474)
C (-0.163, 0.970, 0.614)
C (-1.224, 0.903, -0.319)
C (-1.357, 1.844, -1.345)
Cd (0.020, -0.385, 2.082)
P (1.910, -1.291, 1.059)
H (-1.254, 4.218, -6.035)
H (-0.376, 7.395, -3.210)
H (-1.462, 5.979, -7.803)
H (-0.623, 9.015, -5.103)
H (-2.184, 1.772, -2.059)
H (1.370, 3.792, -0.636)
H (-1.963, 0.097, -0.244)
H (1.600, 2.117, 1.178)
C (2.206, -2.953, 1.840)
C (3.190, -3.932, 1.187)
H (1.200, -3.408, 1.892)
H (2.476, -2.719, 2.886)
H (3.432, -4.743, 1.897)
H (2.756, -4.402, 0.287)
H (4.136, -3.448, 0.898)
C (1.805, -1.557, -0.778)
C (2.879, -0.937, -1.681)
H (0.808, -1.175, -1.059)
H (1.742, -2.653, -0.916)
H (2.620, -1.113, -2.740)
H (2.943, 0.155, -1.536)
H (3.880, -1.362, -1.506)
C (3.406, -0.228, 1.361)
C (4.795, -0.878, 1.331)
H (3.216, 0.206, 2.358)
H (3.330, 0.599, 0.629)
H (5.568, -0.104, 1.484)
H (4.903, -1.613, 2.147)
H (5.012, -1.385, 0.377)
Br (0.251, -2.103, 3.943)
P (-2.662, -3.979, -2.261)
C (-0.784, -4.026, -2.124)
C (-0.181, -5.429, -2.274)
H (-0.473, -3.556, -1.170)
H (-0.404, -3.376, -2.934)
H (0.891, -5.372, -2.539)
H (-0.263, -6.013, -1.341)
H (-0.700, -5.997, -3.065)
C (-3.141, -3.648, -0.474)
C (-4.552, -4.119, -0.100)
H (-3.066, -2.551, -0.345)
H (-2.386, -4.102, 0.200)
H (-4.633, -4.296, 0.987)
H (-5.311, -3.367, -0.380)
H (-4.812, -5.064, -0.608)
C (-2.860, -2.222, -2.897)
C (-3.126, -2.150, -4.407)
H (-1.968, -1.624, -2.625)
H (-3.715, -1.789, -2.344)
H (-3.607, -1.193, -4.679)
H (-2.190, -2.225, -4.989)
H (-3.788, -2.972, -4.732)
N (-0.917, 2.290, 8.648)
C (0.084, 2.516, 7.757)
O (1.051, 3.169, 8.123)
C (0.067, 1.961, 6.365)
C (-1.031, 1.244, 5.864)
C (-0.968, 0.681, 4.594)
N (0.147, 0.809, 3.823)
C (1.212, 1.534, 4.253)
C (1.192, 2.121, 5.527)
H (-0.852, 2.671, 9.604)
H (-1.749, 1.730, 8.427)
H (-1.932, 1.078, 6.433)
H (-1.802, 0.095, 4.231)
H (2.095, 1.621, 3.643)
H (2.065, 2.660, 5.867)

Charge: +2
E_LUMO (spin up / spin down) in eV: -7.993 / -9.869
Relative energy (zero: lowest compared OMol25 entry of this formula, charge and spin) in eV: 0.000
HOMO energy (spin up / spin down) in hartree: -0.4649 / -0.4660


(5)
A molecular structure, C31H44BrN2O2P2W. Source: OMol25; level of theory: ωB97M-V/def2-TZVPD.

Atoms and positions in Å:
W (1.788, -0.247, 0.213)
C (1.066, 1.060, 3.641)
P (2.079, -0.125, 2.711)
C (1.893, -1.687, 3.631)
C (3.822, 0.370, 3.028)
C (4.780, -0.404, 2.117)
P (4.263, -0.253, 0.354)
C (5.327, 1.016, -0.374)
C (4.736, -1.823, -0.448)
H (1.360, 1.028, 4.690)
H (0.010, 0.799, 3.565)
H (1.214, 2.070, 3.258)
H (2.130, -1.494, 4.678)
H (2.567, -2.455, 3.251)
H (0.868, -2.054, 3.571)
H (4.059, 0.189, 4.078)
H (3.897, 1.446, 2.851)
H (4.796, -1.463, 2.386)
H (5.797, -0.027, 2.231)
H (6.357, 0.662, -0.339)
H (5.239, 1.947, 0.185)
H (5.036, 1.198, -1.408)
H (5.757, -2.082, -0.163)
H (4.692, -1.710, -1.532)
H (4.071, -2.637, -0.151)
C (-3.557, -4.625, 1.746)
C (-3.509, -3.718, 0.501)
C (-3.428, -4.589, -0.770)
C (-4.782, -2.871, 0.446)
C (-2.261, -2.872, 0.565)
C (-0.997, -3.479, 0.688)
C (0.131, -2.706, 0.707)
N (0.089, -1.357, 0.642)
C (-1.115, -0.745, 0.528)
C (-2.283, -1.476, 0.484)
C (-1.014, 0.719, 0.421)
C (-2.070, 1.600, 0.450)
C (-1.865, 2.983, 0.345)
C (-0.538, 3.408, 0.208)
C (0.484, 2.489, 0.192)
N (0.268, 1.165, 0.304)
C (-3.035, 3.937, 0.363)
C (-2.590, 5.400, 0.349)
C (-3.884, 3.652, -0.895)
C (-3.879, 3.680, 1.625)
H (-4.479, -5.204, 1.727)
H (-3.550, -4.036, 2.665)
H (-2.728, -5.333, 1.777)
H (-4.299, -5.243, -0.804)
H (-2.538, -5.220, -0.783)
H (-3.434, -3.970, -1.668)
H (-5.646, -3.532, 0.425)
H (-4.823, -2.260, -0.459)
H (-4.882, -2.231, 1.325)
H (-0.907, -4.554, 0.749)
H (1.121, -3.148, 0.771)
H (-3.225, -0.960, 0.372)
H (-3.073, 1.210, 0.557)
H (-0.296, 4.456, 0.113)
H (1.517, 2.791, 0.076)
H (-2.053, 5.655, -0.566)
H (-1.966, 5.640, 1.213)
H (-3.469, 6.040, 0.394)
H (-3.309, 3.834, -1.805)
H (-4.746, 4.317, -0.900)
H (-4.253, 2.625, -0.914)
H (-3.288, 3.827, 2.531)
H (-4.307, 2.676, 1.644)
H (-4.707, 4.387, 1.646)
Br (1.879, 0.650, -8.350)
C (1.841, 0.490, -6.482)
C (1.137, -0.567, -5.901)
C (1.127, -0.699, -4.533)
C (1.811, 0.233, -3.733)
C (2.499, 1.301, -4.329)
C (2.516, 1.427, -5.698)
C (1.823, 0.063, -2.310)
O (2.370, 0.897, -1.487)
O (1.297, -0.957, -1.709)
H (0.611, -1.272, -6.529)
H (0.597, -1.517, -4.065)
H (3.015, 2.023, -3.708)
H (3.046, 2.240, -6.174)

Multiplicity: 3
Charge: +3
E_LUMO (spin up / spin down) in eV: -10.342 / -10.361
Relative energy (zero: lowest compared OMol25 entry of this formula, charge and spin) in eV: 0.634
HOMO energy (spin up / spin down) in hartree: -0.5807 / -0.5820


> Number 1 is which compound?

C31H43EuN8